Entry 1:
This record from the OMol25 dataset describes C39H37F6GeN6OPbSb as an isolated structure. The level of theory is the ωB97M-V functional and the def2-TZVPD basis.

```
! RIJCOSX wB97M-V def2-TZVPD def2/J DEFGRID3
* xyz -1 2
Pb -0.14 0.94 -0.39
N -0.47 2.73 3.94
C -0.72 2.30 2.68
N 0.14 1.69 1.96
C 1.43 1.44 2.45
N 2.39 1.04 1.67
N 2.06 0.86 0.38
C 3.05 0.73 -0.50
C 2.78 0.62 -1.87
C 3.81 0.60 -2.85
C 3.50 0.57 -4.18
C 2.14 0.54 -4.57
C 1.19 0.56 -3.57
N 1.47 0.58 -2.27
C 1.68 1.69 3.86
C 2.85 1.30 4.52
C 3.04 1.59 5.86
C 2.07 2.29 6.56
C 0.89 2.68 5.93
C 0.70 2.37 4.60
H -1.21 3.17 4.46
H -1.71 2.51 2.27
H 4.08 0.79 -0.15
H 4.85 0.63 -2.52
H 4.28 0.57 -4.93
H 1.86 0.51 -5.61
H 0.13 0.55 -3.81
H 3.60 0.77 3.94
H 3.94 1.27 6.36
H 2.22 2.53 7.61
H 0.12 3.21 6.48
F -3.47 1.96 0.92
Sb -3.95 3.33 -0.33
F -2.10 3.76 -0.53
F -4.00 4.56 1.13
F -3.81 2.03 -1.71
F -5.79 2.94 -0.07
F -4.41 4.68 -1.58
C -0.62 -1.35 0.08
Ge -1.80 -1.77 1.63
C -2.05 -0.72 3.30
C -1.13 -0.89 4.34
C -1.34 -0.31 5.58
C -2.47 0.46 5.80
C -3.38 0.66 4.77
C -3.17 0.07 3.53
C -3.54 -2.24 0.76
C -4.43 -1.27 0.30
C -5.47 -1.60 -0.56
C -5.63 -2.91 -0.99
C -4.77 -3.90 -0.51
C -3.74 -3.56 0.35
C -1.38 -3.52 2.51
C -2.27 -3.92 3.51
C -2.14 -5.16 4.13
C -1.12 -6.02 3.75
C -0.23 -5.63 2.77
C -0.36 -4.39 2.16
H -0.25 -1.50 4.18
H -0.62 -0.46 6.38
H -2.65 0.89 6.78
H -4.27 1.26 4.94
H -3.89 0.22 2.74
H -4.29 -0.23 0.58
H -6.15 -0.83 -0.90
H -6.41 -3.17 -1.69
H -4.90 -4.93 -0.82
H -3.07 -4.34 0.71
H -3.08 -3.26 3.80
H -2.85 -5.45 4.90
H -1.02 -6.99 4.23
H 0.58 -6.30 2.47
H 0.35 -4.08 1.39
O -1.46 -1.86 -0.97
C -0.99 -2.23 -2.08
C -1.94 -2.72 -3.11
C -1.86 -4.25 -3.30
C -0.62 -4.71 -4.07
C 0.71 -4.35 -3.40
C 0.98 -2.84 -3.36
N 0.33 -2.16 -2.26
H -1.76 -2.22 -4.07
H -2.94 -2.45 -2.76
H -2.75 -4.57 -3.85
H -1.89 -4.72 -2.31
H -0.64 -4.28 -5.07
H -0.67 -5.80 -4.18
H 1.52 -4.84 -3.96
H 0.73 -4.74 -2.38
H 0.65 -2.40 -4.30
H 2.05 -2.65 -3.27
H 0.83 -1.99 -1.38
*
```

## Properties
E_LUMO (spin up / spin down)   2.372 / 1.917 eV
HOMO-LUMO gap (spin up / spin down)   5.47 / 5.51 eV

Entry 2:
This record from the OMol25 dataset describes a 2-piece molecular cluster, Br2H2N2 overall. The level of theory is the ωB97M-V functional and the def2-TZVPD basis.

```
! RIJCOSX wB97M-V def2-TZVPD def2/J DEFGRID3
* xyz 0 1
N -0.05 -1.60 0.21
N -0.69 1.13 -0.24
Br 1.66 -1.42 -0.08
Br 0.94 1.79 0.08
H -0.53 -1.08 -0.44
H -1.31 1.18 0.47
*
```

## Properties
E_LUMO (spin up / spin down)   -1.419 / -0.982 eV
HOMO-LUMO gap (spin up / spin down)   8.17 / 8.56 eV

Entry 3:
This record from the OMol25 dataset describes a 3-piece molecular cluster, C4H11NO2 overall. The level of theory is the ωB97M-V functional and the def2-TZVPD basis.

```
! RIJCOSX wB97M-V def2-TZVPD def2/J DEFGRID3
* xyz 0 1
C 0.75 0.15 -1.89
C -2.07 -0.04 -0.47
C -0.90 0.92 -0.68
O 1.46 -0.79 -1.45
O -1.10 2.10 -0.85
H 1.80 -0.30 0.17
H -0.06 -0.07 -2.61
H 1.13 1.18 -1.96
H -1.86 -1.01 -0.95
H -2.18 -0.23 0.60
H -3.00 0.38 -0.85
C 0.77 -0.80 1.94
N 1.24 0.16 0.92
H 1.71 0.97 1.32
H 0.38 0.51 0.22
H 0.30 -1.64 1.42
H 1.60 -1.17 2.54
H 0.03 -0.32 2.59
*
```

## Properties
E_LUMO   0.474 eV
HOMO-LUMO gap   7.52 eV

Entry 4:
This record from the OMol25 dataset describes one molecule with the formula C24H28N4O4S. The level of theory is the ωB97M-V functional and the def2-TZVPD basis.

```
! RIJCOSX wB97M-V def2-TZVPD def2/J DEFGRID3
* xyz 0 1
C 7.95 2.87 -0.67
O 7.25 2.31 0.41
C 6.00 1.79 0.17
C 5.34 1.26 1.27
C 4.09 0.70 1.15
C 3.43 0.65 -0.09
N 2.14 0.15 -0.25
C 1.37 -0.26 0.89
C 1.66 -1.73 1.28
N 1.42 -2.57 0.14
C 0.49 -3.54 0.04
O 0.28 -4.13 -1.01
C -0.34 -3.85 1.29
N -1.09 -2.70 1.73
C -1.80 -2.04 0.90
N -2.03 -2.30 -0.43
S -2.60 -0.92 -1.22
O -1.49 -0.28 -1.86
O -3.72 -1.27 -2.03
C -2.98 -0.09 0.32
C -3.65 1.20 0.27
C -3.39 2.20 1.20
C -4.04 3.42 1.11
C -4.95 3.67 0.10
C -5.66 4.99 -0.01
C -5.19 2.67 -0.84
C -4.55 1.46 -0.77
C -2.47 -0.81 1.33
C -2.52 -0.51 2.79
C 2.16 -2.16 -1.04
C 1.84 -0.70 -1.38
C 4.10 1.21 -1.18
C 5.36 1.76 -1.06
H 8.90 3.21 -0.27
H 8.14 2.12 -1.46
H 7.42 3.72 -1.11
H 5.83 1.28 2.23
H 3.63 0.29 2.03
H 0.31 -0.18 0.62
H 1.55 0.40 1.73
H 2.71 -1.83 1.57
H 1.02 -2.01 2.12
H -1.00 -4.68 1.03
H 0.30 -4.16 2.12
H -1.54 -3.03 -0.91
H -2.67 2.05 1.98
H -3.83 4.19 1.84
H -6.73 4.84 -0.11
H -5.31 5.53 -0.90
H -5.46 5.61 0.86
H -5.89 2.86 -1.64
H -4.74 0.69 -1.50
H -3.41 0.06 3.04
H -2.50 -1.44 3.35
H -1.64 0.07 3.08
H 3.23 -2.26 -0.83
H 1.88 -2.83 -1.86
H 0.78 -0.59 -1.62
H 2.42 -0.41 -2.25
H 3.62 1.24 -2.15
H 5.83 2.18 -1.94
*
```

## Properties
E_LUMO   -0.255 eV
Structure (SMILES)   COc1ccc(N2CCN(C(=O)C/N=C3\NS(=O)(=O)C(c4ccc(C)cc4)=C3C)CC2)cc1
HOMO-LUMO gap   7.04 eV

> Which formula does entry 3 have?

C4H11NO2

Copy entry 3 word for word.
This record from the OMol25 dataset describes a 3-piece molecular cluster, C4H11NO2 overall. The level of theory is the ωB97M-V functional and the def2-TZVPD basis.

```
! RIJCOSX wB97M-V def2-TZVPD def2/J DEFGRID3
* xyz 0 1
C 0.75 0.15 -1.89
C -2.07 -0.04 -0.47
C -0.90 0.92 -0.68
O 1.46 -0.79 -1.45
O -1.10 2.10 -0.85
H 1.80 -0.30 0.17
H -0.06 -0.07 -2.61
H 1.13 1.18 -1.96
H -1.86 -1.01 -0.95
H -2.18 -0.23 0.60
H -3.00 0.38 -0.85
C 0.77 -0.80 1.94
N 1.24 0.16 0.92
H 1.71 0.97 1.32
H 0.38 0.51 0.22
H 0.30 -1.64 1.42
H 1.60 -1.17 2.54
H 0.03 -0.32 2.59
*
```

## Properties
E_LUMO   0.474 eV
HOMO-LUMO gap   7.52 eV